(1)
Below is an isolated molecule of C3H9PS, with properties calculated with ωB97M-V/def2-TZVPD.

```
14
C3H9PS ωB97M-V/def2-TZVPD
C -0.773 -1.603 -0.321
C 0.192 1.024 1.408
C 1.022 0.008 -1.332
P 0.760 -0.850 0.306
S 2.397 1.189 -1.290
H -0.641 -2.584 -0.638
H -1.270 -1.047 -1.223
H -1.572 -1.788 0.497
H -0.242 0.821 2.289
H -0.443 1.528 0.804
H 1.226 1.423 1.579
H 1.441 -0.795 -2.081
H 0.077 0.428 -1.633
H 2.763 1.154 0.023
```

For the LUMO energy (spin up / spin down), the calculation gives 0.943 / -2.313 eV. Its calculated total energy is -23374.845 eV. As for the multiplicity: 3. The calculation puts the energy above the lowest of the compared OMol25 structures with the same formula, charge and spin at 36.0 kcal/mol. The expectation value of S² is 2.01. The net charge is 0.

---

(2)
Below is an isolated molecule of C3H9PS3, with properties calculated with ωB97M-V/def2-TZVPD.

```
16
C3H9PS3 ωB97M-V/def2-TZVPD
C 0.987 2.153 1.178
C -1.460 -2.035 -1.607
C 1.165 1.177 -0.008
P -0.130 -0.111 0.017
S -1.912 0.529 0.507
S 0.877 -1.470 1.460
S 0.085 -1.154 -1.960
H 0.007 2.490 0.952
H 1.043 1.563 2.082
H 1.742 2.912 0.993
H -2.096 -1.263 -1.235
H -1.305 -2.717 -0.699
H -1.869 -2.623 -2.361
H 2.081 0.659 -0.026
H 1.156 1.760 -1.071
H -0.373 -1.869 1.778
```

For the LUMO energy, the calculation gives -0.144 eV. As for the SMILES: CC[P@](=S)(S)SC. Its calculated total energy is -45052.020 eV. The calculation puts the energy above the lowest of the compared OMol25 structures with the same formula, charge and spin at 18.2 kcal/mol. The net charge is 0.

---

(3)
Below is a cluster of 2 separate species, C3H9PS3 in total, with properties calculated with ωB97M-V/def2-TZVPD.

```
16
C3H9PS3 ωB97M-V/def2-TZVPD
C -0.693 -1.838 0.004
C -0.353 -1.085 1.280
C 0.259 0.253 1.043
P -0.254 2.619 -2.788
S 0.799 -2.065 2.340
S -0.286 1.614 1.748
S 1.653 0.262 -0.028
H -1.126 -2.804 0.252
H -1.413 -1.266 -0.579
H 0.200 -1.996 -0.600
H -1.238 -0.955 1.909
H 0.361 1.786 -1.867
H -0.041 3.743 -2.002
H 1.733 -2.231 1.401
H -1.503 2.403 -2.221
H 1.901 1.561 0.107
```

For the LUMO energy (spin up / spin down), the calculation gives 0.530 / -2.766 eV. Its calculated total energy is -45047.899 eV. As for the multiplicity: 3. The calculation puts the energy above the lowest of the compared OMol25 structures with the same formula, charge and spin at 30.4 kcal/mol. The expectation value of S² is 2.01. The net charge is 0.

---

(4)
Below is a cluster of 2 separate species, C3H9S in total, with properties calculated with ωB97M-V/def2-TZVPD.

```
13
C3H9S ωB97M-V/def2-TZVPD
C -1.432 -0.096 -0.921
C -0.004 -0.635 -1.239
H -1.974 -0.920 -0.396
H -1.967 0.130 -1.845
H -1.450 0.795 -0.347
H -0.042 -1.357 -2.031
H 0.745 0.078 -1.632
H 0.480 -1.118 -0.386
C 1.162 0.581 1.663
S 1.204 1.588 3.143
H 1.867 0.796 0.851
H 1.293 -0.521 1.859
H 0.118 0.680 1.281
```

For the LUMO energy, the calculation gives 3.662 eV. Its calculated total energy is -14092.366 eV. The calculation puts the energy above the lowest of the compared OMol25 structures with the same formula, charge and spin at 18.2 kcal/mol. The net charge is -1.

---

(5)
Below is a cluster of 2 separate species, C3H9S in total, with properties calculated with ωB97M-V/def2-TZVPD.

```
13
C3H9S ωB97M-V/def2-TZVPD
C 0.861 0.254 0.790
C 1.974 0.778 1.726
H 1.052 0.147 -0.274
H -0.017 0.902 0.814
H 0.465 -0.682 1.191
H 2.290 1.773 1.413
H 1.530 0.742 2.718
H 2.857 0.139 1.669
C -2.185 -0.894 -2.055
S -2.309 0.471 -0.844
H -3.124 -1.043 -2.616
H -1.471 -0.709 -2.871
H -1.922 -1.878 -1.660
```

For the LUMO energy, the calculation gives 3.891 eV. Its calculated total energy is -14092.460 eV. The calculation puts the energy above the lowest of the compared OMol25 structures with the same formula, charge and spin at 16.1 kcal/mol. The net charge is -1.

---

(6)
Below is a cluster of 2 separate species, C3H9S in total, with properties calculated with ωB97M-V/def2-TZVPD.

```
13
C3H9S ωB97M-V/def2-TZVPD
C 1.126 -0.651 0.890
C 1.418 0.296 -0.304
H 1.911 -0.576 1.649
H 1.129 -1.715 0.624
H 0.166 -0.513 1.388
H 2.474 0.144 -0.571
H 0.810 -0.165 -1.086
H 1.261 1.336 -0.028
C -1.913 0.365 -0.541
S -3.733 0.581 -0.368
H -1.448 1.074 -1.225
H -1.475 0.485 0.444
H -1.727 -0.661 -0.874
```

For the LUMO energy (spin up / spin down), the calculation gives 6.264 / 6.160 eV. Its calculated total energy is -14088.396 eV. As for the multiplicity: 2. The calculation puts the energy above the lowest of the compared OMol25 structures with the same formula, charge and spin at 22.0 kcal/mol. The expectation value of S² is 0.75. The net charge is -2.